Formula: C5H13BN
Source: OMol25
Level of theory: the ωB97M-V functional and the def2-TZVPD basis

Kohn-Sham gap in Eh: 0.43008
Energy above the lowest of the compared OMol25 structures with the same formula, charge and spin in eV: 0.183
Total charge: +1

Cartesian coordinates (Å):
B: 1.3485 -0.0549 0.1852
C: 0.7054 1.3877 0.2880
C: -0.0354 -0.9398 0.4182
C: -0.6263 1.1137 -0.4418
C: 2.7320 -0.5770 -0.2098
C: -2.3968 -0.5824 -0.2275
N: -1.2191 0.0658 0.3702
H: 0.5708 1.9139 1.3622
H: 1.2206 2.1427 -0.2528
H: -0.1079 -1.5505 -0.4973
H: -0.1238 -1.6376 1.2049
H: -1.2025 1.9517 -0.3847
H: -0.4933 0.5848 -1.3269
H: 2.6328 -0.6037 -1.2719
H: 2.9322 -1.5180 0.2645
H: 3.5507 0.1159 0.1497
H: -2.3773 -1.6180 0.0233
H: -3.3293 -0.0630 0.2197
H: -2.3537 -0.4199 -1.2525
H: -1.4276 0.2885 1.3791

---

Formula: C24H24F9NO2P2Re
Source: OMol25
Level of theory: the ωB97M-V functional and the def2-TZVPD basis

Kohn-Sham gap (spin up / spin down) in Eh: 0.25531 / 0.17165
2S+1: 4
Total charge: +2

Cartesian coordinates (Å):
C: -1.5690 3.1686 -2.8784
C: -1.3744 1.8747 -2.4266
C: -0.0286 1.4050 -2.3887
C: 1.0631 2.2356 -2.6051
C: 0.8149 3.5464 -3.0395
C: -0.5033 4.0097 -3.1765
C: 2.2804 1.6408 -2.0030
C: 2.5057 0.3045 -2.6095
C: 1.4013 -0.5087 -2.3959
C: 1.4281 -1.9065 -2.4890
C: 2.6131 -2.4879 -2.9404
C: 3.7227 -1.7174 -3.2197
C: 3.6723 -0.3347 -3.0705
H: -2.5902 3.5360 -2.9512
H: 1.6464 4.2271 -3.2501
H: -0.6975 5.0041 -3.5450
H: 3.1592 2.2950 -2.1242
H: 2.6695 -3.5572 -3.0130
H: 4.6333 -2.1979 -3.5846
H: 4.5774 0.2544 -3.2567
N: 0.2840 0.1577 -1.7439
Re: 0.3047 0.1815 0.0253
C: -2.4447 1.0553 -1.7340
H: -2.5848 0.0662 -2.2006
H: -3.4095 1.5824 -1.7317
C: 0.2753 -2.6721 -1.8843
H: -0.6863 -2.4836 -2.3887
H: 0.4686 -3.7552 -1.8802
P: -1.9673 0.7424 0.0674
P: 0.0480 -2.1603 -0.0914
C: 1.2330 -3.2993 0.7354
H: 1.1524 -3.1091 1.8162
H: 0.8992 -4.3205 0.4991
H: 2.2468 -3.1210 0.3646
C: -1.5417 -2.9240 0.4040
H: -1.3843 -4.0149 0.4300
H: -1.7886 -2.5789 1.4224
H: -2.3311 -2.6770 -0.3157
C: -2.1816 2.4041 0.7770
H: -3.1872 2.7808 0.5472
H: -2.0508 2.3395 1.8622
H: -1.4338 3.0916 0.3744
C: -3.4370 -0.0857 0.6970
H: -3.2855 -0.3147 1.7659
H: -4.3098 0.5909 0.6086
H: -3.6480 -1.0160 0.1446
C: 2.1611 -0.3251 0.4894
O: 3.2485 -0.6881 0.6410
H: 1.8934 1.3672 -0.9438
F: 1.1081 -1.8162 3.5965
C: 1.1526 -0.5637 4.0896
F: 1.3645 -0.6367 5.4050
F: 2.2159 0.0422 3.5105
C: -0.1777 0.2145 3.7195
O: -0.2747 0.2751 2.3409
C: -1.4406 -0.6023 4.2561
F: -1.4561 -0.8297 5.5972
F: -2.5881 0.0262 3.9391
F: -1.4685 -1.8102 3.6404
C: -0.1188 1.6803 4.3924
F: 0.0528 1.6578 5.7318
F: 0.9134 2.3727 3.8496
F: -1.2504 2.3844 4.1412

---

Formula: C17H33NO6
Source: OMol25
Level of theory: the ωB97M-V functional and the def2-TZVPD basis

Kohn-Sham gap in Eh: 0.37306
Energy above the lowest of the compared OMol25 structures with the same formula, charge and spin in eV: 0.060

Cartesian coordinates (Å):
C: -6.9449 0.0543 0.4275
C: -5.7941 1.0237 0.1853
C: -4.8240 0.5507 -0.8988
C: -4.0971 -0.7615 -0.5968
C: -3.1625 -0.6683 0.6073
C: -2.4243 -1.9755 0.9028
C: -1.5122 -2.4799 -0.2192
H: -2.1228 -2.7721 -1.0751
C: -0.4660 -1.4754 -0.7010
C: 0.5258 -1.0818 0.3855
H: 1.0489 -1.9662 0.7720
H: 0.0239 -0.5806 1.2226
O: 1.4653 -0.1786 -0.1847
C: 2.4703 0.2446 0.6975
C: 3.1268 1.5113 0.1017
N: 2.1288 2.5059 -0.2073
C: 1.3369 3.0661 0.7373
O: 1.4795 2.8542 1.9225
C: 0.2834 3.9922 0.1672
H: 0.7510 4.7579 -0.4468
H: -0.4123 3.4262 -0.4487
H: -0.2596 4.4622 0.9816
H: 1.8924 2.5904 -1.1853
C: 3.8921 1.1532 -1.1785
O: 3.0227 0.8360 -2.2316
H: 2.3274 0.2575 -1.8804
H: 4.4761 2.0185 -1.5109
C: 4.8858 0.0188 -0.8490
O: 5.8639 0.5662 -0.0082
H: 6.2970 -0.1620 0.4697
C: 4.1328 -1.1657 -0.2175
O: 3.4107 -0.7643 0.9433
H: 3.4393 -1.5735 -0.9681
C: 5.0775 -2.2836 0.2426
H: 5.7263 -2.5883 -0.5814
O: 5.9176 -1.8589 1.2867
H: 5.3467 -1.5124 1.9861
H: 4.4772 -3.1452 0.5627
H: 5.3367 -0.3345 -1.7929
H: 3.8247 1.9014 0.8502
H: 2.0465 0.4820 1.6837
H: 0.0923 -1.9157 -1.5306
H: -0.9492 -0.5730 -1.0758
H: -1.0012 -3.3785 0.1357
H: -3.1622 -2.7552 1.1085
H: -1.8342 -1.8426 1.8118
H: -2.4430 0.1370 0.4480
H: -3.7441 -0.4114 1.4943
H: -4.8247 -1.5572 -0.4295
H: -3.5179 -1.0297 -1.4825
H: -4.0787 1.3337 -1.0624
H: -5.3811 0.4287 -1.8314
H: -6.2050 1.9869 -0.1275
H: -5.2553 1.1905 1.1193
H: -7.4616 -0.1637 -0.5049
H: -6.5875 -0.8808 0.8507
H: -7.6610 0.4864 1.1229